# 1
{
  "formula": "C24H13FN6O5S6Ta",
  "method": "wB97M-V/def2-TZVPD",
  "molar_mass_g_mol": 857.75,
  "e_above_lowest_kj_mol": 29.4,
  "gap_ev": 6.648,
  "charge": -1,
  "energy_ev": -113559.694,
  "e_lumo_ev": 1.3,
  "e_homo_ev": -5.3,
  "fmax_ev_per_a": 0.403,
  "elements": ["Ta", "O", "N", "N", "O", "C", "C", "C", "C", "C", "C", "H", "H", "H", "H", "H", "O", "C", "S", "C", "C", "S", "S", "S", "F", "C", "C", "C", "C", "C", "C", "H", "H", "H", "H", "O", "S", "O", "N", "C", "S", "C", "C", "C", "C", "C", "C", "H", "H", "H", "H", "N", "C", "N", "C", "N"],
  "xyz": [[1.143, 0.057, 0.964], [0.370, -0.877, 2.704], [-0.791, -0.571, 3.157], [-1.356, 0.308, 2.452], [-0.743, 0.778, 1.402], [-2.673, 0.773, 2.742], [-3.316, 1.545, 1.789], [-4.595, 2.001, 2.064], [-5.211, 1.687, 3.266], [-4.547, 0.910, 4.208], [-3.268, 0.449, 3.955], [-2.819, 1.765, 0.856], [-5.110, 2.606, 1.331], [-6.209, 2.049, 3.473], [-5.025, 0.669, 5.148], [-2.733, -0.148, 4.678], [6.411, 4.432, 1.779], [5.546, 3.603, 1.705], [4.176, 3.508, 2.829], [3.437, 2.090, 2.121], [4.029, 1.565, 1.031], [3.503, 0.067, 0.334], [5.470, 2.359, 0.445], [2.078, 1.327, 2.870], [1.437, -6.242, -0.189], [1.443, -4.910, 0.071], [0.326, -4.329, 0.625], [0.356, -2.967, 0.899], [1.462, -2.147, 0.614], [2.560, -2.810, 0.050], [2.568, -4.172, -0.219], [-0.547, -4.929, 0.846], [-0.539, -2.552, 1.339], [3.457, -2.268, -0.212], [3.434, -4.654, -0.654], [1.836, 1.241, -2.668], [1.427, -0.120, -2.508], [2.431, -1.140, -2.453], [0.383, -0.273, -1.197], [-0.836, -0.679, -1.570], [-2.134, -1.032, -0.589], [-0.971, -0.820, -3.050], [-2.095, -1.175, -3.778], [-1.991, -1.237, -5.159], [-0.792, -0.952, -5.809], [0.336, -0.597, -5.083], [0.207, -0.542, -3.710], [-3.019, -1.396, -3.260], [-2.858, -1.511, -5.747], [-0.742, -1.008, -6.888], [1.278, -0.371, -5.564], [0.051, 6.201, 0.119], [0.507, 5.236, -0.330], [1.034, 4.182, -0.939], [1.074, 3.052, -0.366], [1.151, 1.974, 0.080]]
}

***

# 2
{
  "formula": "C2F4",
  "method": "wB97M-V/def2-TZVPD",
  "molar_mass_g_mol": 100.01,
  "e_above_lowest_kj_mol": 21.4,
  "gap_ev": 10.471,
  "energy_ev": -12942.123,
  "smiles": "FC(F)=C(F)F",
  "e_lumo_ev": 0.8,
  "e_homo_ev": -9.7,
  "fmax_ev_per_a": 3.866,
  "elements": ["F", "C", "F", "C", "F", "F"],
  "xyz": [[1.270, 1.212, -0.289], [0.326, 0.353, -0.480], [0.104, 0.200, -1.790], [-0.280, -0.406, 0.508], [-1.315, -1.170, 0.261], [-0.104, -0.189, 1.790]]
}

***

# 3
{
  "formula": "C19H22ClN3O3S",
  "method": "wB97M-V/def2-TZVPD",
  "molar_mass_g_mol": 407.92,
  "e_above_lowest_kj_mol": 44.0,
  "gap_ev": 9.305,
  "energy_ev": -54030.945,
  "smiles": "CN1CCN(S(=O)(=O)c2cccc(C(=O)NCc3ccccc3Cl)c2)CC1",
  "e_lumo_ev": 0.4,
  "e_homo_ev": -8.9,
  "fmax_ev_per_a": 1.061,
  "elements": ["C", "N", "C", "C", "N", "S", "O", "O", "C", "C", "C", "C", "C", "C", "O", "N", "C", "C", "C", "C", "C", "C", "C", "Cl", "C", "C", "C", "H", "H", "H", "H", "H", "H", "H", "H", "H", "H", "H", "H", "H", "H", "H", "H", "H", "H", "H", "H", "H", "H"],
  "xyz": [[-1.454, 4.237, -0.310], [-1.321, 3.507, 0.931], [-1.448, 2.076, 0.725], [-1.423, 1.355, 2.075], [-0.255, 1.695, 2.846], [1.055, 0.680, 2.814], [0.540, -0.656, 2.885], [1.964, 1.144, 3.817], [1.841, 0.876, 1.208], [2.877, 1.774, 1.042], [3.436, 1.935, -0.217], [2.937, 1.218, -1.292], [1.881, 0.327, -1.121], [1.358, -0.425, -2.307], [2.069, -0.807, -3.214], [0.016, -0.585, -2.287], [-0.694, -1.413, -3.237], [-1.121, -2.712, -2.601], [-0.582, -3.922, -3.017], [-0.954, -5.114, -2.421], [-1.872, -5.114, -1.386], [-2.418, -3.920, -0.947], [-2.039, -2.736, -1.554], [-2.745, -1.254, -0.975], [1.348, 0.140, 0.150], [-0.029, 3.113, 2.961], [-0.065, 3.807, 1.598], [-2.426, 4.017, -0.749], [-0.671, 3.980, -1.041], [-1.400, 5.304, -0.102], [-2.403, 1.880, 0.231], [-0.635, 1.696, 0.077], [-1.426, 0.273, 1.951], [-2.306, 1.652, 2.651], [3.240, 2.316, 1.902], [4.257, 2.621, -0.360], [3.358, 1.333, -2.279], [-0.517, -0.273, -1.490], [-1.571, -0.866, -3.600], [-0.011, -1.603, -4.067], [0.141, -3.920, -3.818], [-0.522, -6.042, -2.762], [-2.165, -6.039, -0.914], [-3.131, -3.906, -0.137], [0.581, -0.593, 0.353], [0.934, 3.248, 3.452], [-0.819, 3.531, 3.595], [-0.002, 4.888, 1.744], [0.800, 3.487, 0.988]]
}

***

# 4
{
  "formula": "C14H10Br2N7O4PdS3",
  "method": "wB97M-V/def2-TZVPD",
  "molar_mass_g_mol": 702.71,
  "e_above_lowest_kj_mol": 208.7,
  "gap_ev": [7.109, 7.110],
  "charge": -1,
  "energy_ev": -209372.047,
  "e_lumo_ev": [1.6, 1.6],
  "e_homo_ev": [-5.5, -5.5],
  "fmax_ev_per_a": 0.839,
  "elements": ["Pd", "Br", "C", "C", "C", "N", "C", "C", "C", "C", "C", "Br", "C", "C", "N", "H", "H", "H", "H", "H", "H", "N", "C", "N", "S", "H", "H", "H", "H", "O", "N", "C", "C", "N", "C", "N", "O", "S", "O", "O", "S"],
  "xyz": [[-0.283, -0.819, -0.237], [6.466, 0.235, -0.468], [4.605, -0.060, -0.590], [4.103, -1.345, -0.547], [2.730, -1.505, -0.669], [1.899, -0.480, -0.820], [2.390, 0.762, -0.825], [3.751, 1.020, -0.730], [1.403, 1.881, -0.932], [1.684, 3.166, -0.482], [0.680, 4.109, -0.609], [0.990, 5.878, -0.022], [-0.544, 3.768, -1.156], [-0.715, 2.452, -1.563], [0.237, 1.538, -1.455], [4.748, -2.201, -0.421], [2.261, -2.481, -0.646], [4.139, 2.025, -0.779], [2.627, 3.419, -0.021], [-1.344, 4.487, -1.245], [-1.660, 2.122, -1.977], [-4.981, -0.786, 0.706], [-3.886, -0.529, -0.052], [-3.885, -1.037, -1.292], [-2.662, 0.439, 0.561], [-5.588, -1.556, 0.481], [-4.906, -0.519, 1.673], [-4.508, -1.804, -1.493], [-2.975, -1.096, -1.748], [0.505, 0.506, 1.688], [0.385, -0.712, 2.072], [-0.285, -0.923, 3.188], [-0.424, -2.261, 3.664], [-0.546, -3.319, 4.100], [-0.802, 0.159, 3.971], [-1.202, 1.030, 4.608], [-1.777, -2.780, -0.062], [-0.889, -3.324, -1.109], [-1.421, -4.440, -1.844], [0.482, -3.462, -0.641], [-0.802, -1.560, -2.276]]
}

***

# 5
{
  "formula": "C30H27BrN2O6PtSSe",
  "method": "wB97M-V/def2-TZVPD",
  "molar_mass_g_mol": 897.56,
  "e_above_lowest_kj_mol": 0.0,
  "gap_ev": 6.235,
  "charge": -2,
  "energy_ev": -196286.463,
  "e_lumo_ev": 3.9,
  "e_homo_ev": -2.4,
  "fmax_ev_per_a": 0.585,
  "elements": ["Pt", "C", "C", "C", "C", "C", "C", "C", "C", "S", "C", "N", "C", "C", "C", "C", "C", "C", "C", "C", "H", "H", "H", "H", "H", "H", "H", "H", "H", "H", "H", "H", "H", "H", "H", "H", "O", "Se", "O", "O", "O", "N", "C", "C", "C", "C", "C", "C", "H", "H", "H", "H", "H", "H", "H", "Br", "C", "C", "C", "C", "C", "C", "C", "O", "O", "H", "H", "H", "H"],
  "xyz": [[0.339, -0.085, 0.555], [-3.810, -1.695, -2.786], [-4.583, -0.376, -2.761], [-4.943, 0.000, -4.206], [-5.864, -0.586, -1.943], [-3.772, 0.752, -2.120], [-4.261, 2.071, -2.171], [-3.564, 3.142, -1.649], [-2.347, 2.887, -1.025], [-1.201, 3.989, -0.319], [-0.188, 2.648, 0.102], [-0.669, 1.479, -0.240], [-1.885, 1.578, -0.908], [-2.575, 0.507, -1.471], [1.096, 2.669, 0.766], [1.807, 3.827, 1.073], [3.053, 3.712, 1.658], [3.559, 2.434, 1.911], [2.842, 1.290, 1.610], [1.563, 1.359, 1.030], [-4.440, -2.464, -3.244], [-3.545, -2.024, -1.780], [-2.899, -1.608, -3.385], [-5.519, -0.809, -4.663], [-4.039, 0.153, -4.801], [-5.543, 0.910, -4.264], [-6.474, -1.370, -2.403], [-6.463, 0.327, -1.889], [-5.603, -0.901, -0.931], [-5.213, 2.264, -2.652], [-3.953, 4.150, -1.725], [-2.154, -0.483, -1.344], [1.389, 4.805, 0.853], [3.632, 4.592, 1.911], [4.543, 2.337, 2.358], [3.275, 0.319, 1.812], [-0.959, -1.698, -0.143], [-2.149, -1.968, 1.066], [-1.733, -3.259, 1.948], [-2.077, -0.565, 1.908], [-3.593, -2.119, 0.318], [1.745, -1.329, -2.055], [3.104, -1.469, -2.028], [3.922, -0.789, -2.940], [5.302, -0.905, -2.875], [5.907, -1.689, -1.903], [5.093, -2.349, -0.983], [3.717, -2.248, -1.033], [1.308, -0.816, -2.796], [1.150, -1.954, -1.533], [3.462, -0.161, -3.696], [5.909, -0.365, -3.595], [6.985, -1.770, -1.851], [5.537, -2.939, -0.190], [3.102, -2.710, -0.270], [0.964, 1.045, 7.632], [1.284, 0.120, 5.987], [2.543, -0.405, 5.753], [2.762, -1.077, 4.561], [1.754, -1.199, 3.609], [0.494, -0.674, 3.874], [0.255, -0.015, 5.075], [2.100, -1.924, 2.322], [2.981, -2.783, 2.370], [1.538, -1.572, 1.225], [3.329, -0.294, 6.488], [3.724, -1.521, 4.342], [-0.329, -0.789, 3.174], [-0.728, 0.386, 5.281]]
}

***

# 6
{
  "formula": "C3H5N3",
  "method": "wB97M-V/def2-TZVPD",
  "molar_mass_g_mol": 83.09,
  "e_above_lowest_kj_mol": 353.0,
  "gap_ev": 10.020,
  "energy_ev": -7658.797,
  "e_lumo_ev": 0.9,
  "e_homo_ev": -9.1,
  "fmax_ev_per_a": 1.132,
  "elements": ["C", "C", "N", "N", "N", "C", "H", "H", "H", "H", "H"],
  "xyz": [[0.782, -1.721, -0.666], [1.364, -0.417, -0.352], [1.842, 0.608, -0.112], [-0.355, 2.170, 1.455], [-1.045, 1.468, 0.714], [-1.555, 0.631, 0.024], [-0.153, -1.857, -0.116], [0.576, -1.787, -1.737], [1.486, -2.511, -0.393], [-0.959, 2.630, 2.140], [-1.983, 0.784, -0.956]]
}

***

# 7
{
  "formula": "C26H35N5OS",
  "method": "wB97M-V/def2-TZVPD",
  "molar_mass_g_mol": 465.67,
  "e_above_lowest_kj_mol": 0.0,
  "gap_ev": 8.034,
  "energy_ev": -47865.291,
  "smiles": "CCN(CC)CCCNC(=S)N(Cc1cccnc1)Cc1cc2cc(C)cc(C)c2[nH]c1=O",
  "e_lumo_ev": 0.2,
  "e_homo_ev": -7.8,
  "fmax_ev_per_a": 0.904,
  "elements": ["C", "C", "N", "C", "C", "C", "C", "C", "N", "C", "S", "N", "C", "C", "C", "C", "C", "N", "C", "C", "C", "C", "C", "C", "C", "C", "C", "C", "C", "C", "N", "C", "O", "H", "H", "H", "H", "H", "H", "H", "H", "H", "H", "H", "H", "H", "H", "H", "H", "H", "H", "H", "H", "H", "H", "H", "H", "H", "H", "H", "H", "H", "H", "H", "H", "H", "H", "H"],
  "xyz": [[-5.190, 0.010, 1.875], [-3.668, 0.162, 1.944], [-3.035, 0.829, 0.811], [-3.175, 0.061, -0.420], [-2.248, 0.534, -1.533], [-3.411, 2.237, 0.681], [-2.204, 3.169, 0.502], [-1.286, 3.188, 1.719], [-0.683, 1.889, 1.885], [0.452, 1.677, 2.567], [1.362, 2.960, 3.114], [0.822, 0.388, 2.801], [2.137, 0.076, 3.339], [3.086, -0.301, 2.233], [3.774, 0.677, 1.522], [4.542, 0.303, 0.432], [4.584, -1.039, 0.087], [3.955, -1.982, 0.769], [3.235, -1.619, 1.815], [0.067, -0.725, 2.283], [0.272, -1.005, 0.816], [0.962, -0.208, -0.027], [1.227, -0.588, -1.377], [1.990, 0.205, -2.241], [2.265, -0.214, -3.522], [3.091, 0.613, -4.459], [1.763, -1.449, -3.948], [1.002, -2.260, -3.133], [0.483, -3.581, -3.619], [0.729, -1.823, -1.826], [-0.028, -2.570, -0.963], [-0.312, -2.254, 0.343], [-1.017, -2.989, 1.018], [-5.479, -0.642, 1.054], [-5.676, 0.974, 1.742], [-5.550, -0.431, 2.801], [-3.406, 0.729, 2.844], [-3.223, -0.834, 2.028], [-2.929, -0.976, -0.174], [-4.211, 0.085, -0.796], [-1.227, 0.616, -1.173], [-2.565, 1.495, -1.930], [-2.267, -0.188, -2.347], [-3.937, 2.549, 1.587], [-4.100, 2.379, -0.163], [-2.580, 4.180, 0.334], [-1.622, 2.874, -0.370], [-0.492, 3.930, 1.595], [-1.854, 3.461, 2.619], [-1.269, 1.137, 1.532], [2.494, 0.969, 3.858], [2.031, -0.744, 4.055], [3.693, 1.713, 1.819], [5.089, 1.036, -0.140], [5.148, -1.382, -0.770], [2.749, -2.430, 2.344], [0.362, -1.625, 2.832], [-1.001, -0.590, 2.486], [1.366, 0.736, 0.312], [2.367, 1.150, -1.878], [3.364, 1.560, -4.003], [4.004, 0.081, -4.727], [2.541, 0.812, -5.378], [1.984, -1.777, -4.954], [0.866, -4.396, -3.004], [-0.607, -3.608, -3.587], [0.796, -3.755, -4.645], [-0.400, -3.455, -1.286]]
}